This record from the Open Molecules 2025 dataset describes a structure of composition C27H34N6O4PSV. The level of theory is the ωB97M-V functional and the def2-TZVPD basis.

Results
⟨S²⟩   2.013
Charge   +2
Orbital gap (spin up / spin down)   8.0 / 8.3 eV
Multiplicity   3

Each line ends with the Mulliken spin population.
Atoms and positions in Å:
V -0.161 -0.774 1.481  2.11
S -0.310 2.471 1.360  0.01
P -0.054 -0.447 -1.051  -0.04
O -4.197 -1.473 1.007  0.01
O 1.881 -3.674 0.325  0.00
O -0.557 1.104 2.054  0.00
O 0.133 -2.555 1.129  -0.02
N -3.062 -1.111 0.836  0.00
N -2.179 -1.239 1.865  -0.06
N -3.651 -2.351 3.377  0.00
N -1.469 -1.927 3.925  0.00
N 1.943 -0.486 1.608  -0.04
N -0.231 -1.337 3.625  0.00
C -2.824 2.675 -3.000  0.00
C -1.943 3.028 0.866  0.00
C -0.599 1.928 -2.463  0.00
C 2.250 -0.946 -2.585  0.00
C -3.347 1.516 -2.438  0.00
C -2.484 -1.840 3.035  0.01
C 0.073 -3.219 -1.163  0.01
C -1.089 -2.177 -2.999  0.00
C 0.124 5.008 2.339  0.00
C 4.191 0.479 -2.598  0.00
C -2.502 0.572 -1.877  -0.01
C 1.634 -0.115 -1.653  0.00
C -1.118 0.774 -1.880  0.01
C 2.317 1.013 -1.190  0.01
C -1.235 -3.417 -3.605  0.00
C 4.487 -0.817 1.169  0.00
C 3.065 -0.629 1.416  0.04
C -1.452 2.876 -3.015  0.00
C 3.526 -0.650 -3.050  0.00
C 3.582 1.315 -1.667  0.00
C -0.036 -4.448 -1.797  0.00
C -0.707 -4.551 -3.007  0.00
C -2.989 3.012 1.966  0.00
C 4.769 -2.123 0.415  0.00
C -0.450 -2.068 -1.768  -0.02
C 0.801 -3.179 0.149  0.00
C 0.061 3.544 2.749  0.00
H -3.484 3.409 -3.441  0.00
H 0.504 -2.024 3.779  0.00
H -3.957 3.254 1.529  0.00
H -2.918 -0.326 -1.443  0.00
H 1.741 -1.824 -2.960  0.00
H -1.641 -2.233 4.871  0.00
H 1.028 3.184 3.103  0.00
H 4.271 -2.125 -0.553  0.00
H 4.422 -2.987 0.975  0.00
H -1.746 -3.492 -4.556  0.00
H -2.202 2.364 0.039  0.00
H -1.462 -1.293 -3.498  0.00
H -3.061 2.026 2.422  0.00
H -4.415 1.343 -2.444  0.00
H -0.858 5.401 2.080  0.00
H -0.807 -5.515 -3.487  0.00
H 0.799 5.165 1.496  0.00
H 4.092 2.205 -1.321  0.00
H 0.402 -5.322 -1.332  0.00
H -0.686 3.344 3.517  0.00
H 4.991 -0.790 2.138  0.00
H 4.820 0.052 0.597  0.00
H -3.773 -2.840 4.249  0.00
H 0.501 5.593 3.176  0.00
H -2.787 3.749 2.742  0.00
H -1.038 3.763 -3.474  0.00
H 5.178 0.714 -2.973  0.00
H -1.778 4.020 0.438  0.00
H 5.842 -2.205 0.261  0.00
H -4.407 -2.304 2.709  0.00
H 1.852 1.669 -0.463  -0.01
H -0.075 -0.525 4.218  0.00
H 0.469 2.092 -2.509  0.00
H 3.993 -1.301 -3.777  0.00


This record from the Open Molecules 2025 dataset describes a structure of composition C27H34N7O2PS6Ti. The level of theory is the ωB97M-V functional and the def2-TZVPD basis.

Results
⟨S²⟩   2.021
Charge   0
Orbital gap (spin up / spin down)   6.0 / 6.1 eV
Multiplicity   3

Each line ends with the Mulliken spin population.
Atoms and positions in Å:
Ti -0.656 -0.927 0.287  1.12
S -0.788 -2.721 1.928  -0.03
S 2.781 -1.019 3.682  0.00
S 0.595 -2.633 4.600  0.00
S 2.704 -1.832 6.543  0.00
S -1.185 0.961 -1.674  0.00
S 1.759 -0.805 0.857  -0.03
P 3.260 1.838 -2.097  0.00
O -0.553 -2.071 -1.337  -0.02
O 0.643 -2.609 -3.139  0.00
N -1.181 0.402 1.969  0.13
N 2.277 1.616 -4.716  0.00
N 4.452 0.588 -4.322  0.00
N -2.707 -0.636 0.197  0.11
N 2.450 -0.473 -3.474  0.00
N -3.247 0.250 -3.213  0.00
N -3.299 -0.505 -1.054  0.02
C -2.072 -2.910 -4.303  0.00
C 1.585 -1.440 2.478  0.01
C 2.068 -1.838 5.026  0.00
C -2.064 1.337 4.436  -0.01
C 4.756 1.338 -3.095  0.00
C -3.369 -0.088 1.247  0.28
C -1.622 -3.301 -3.037  0.01
C -1.838 -4.734 -0.955  0.01
C -2.520 0.374 2.278  0.10
C -2.304 -4.281 -2.311  0.00
C 3.619 1.370 -5.232  0.00
C -0.399 -2.638 -2.460  -0.02
C -4.856 0.027 1.249  -0.02
C -2.965 0.823 3.540  0.11
C 0.558 -2.201 2.907  0.02
C 1.635 0.370 -4.426  0.00
C 2.514 0.147 -2.114  -0.01
C -0.714 1.426 4.081  0.16
C -0.331 0.942 2.849  -0.05
C -3.922 -4.468 -4.115  0.00
C -3.440 -4.855 -2.873  0.00
C -2.662 0.178 -1.997  0.02
C 3.819 -0.671 -4.051  0.00
C -1.337 -1.892 -5.138  0.00
C -3.227 -3.488 -4.814  0.00
C -5.153 -5.101 -4.705  0.00
C 2.291 2.500 -3.542  0.00
H -0.861 -1.129 -4.524  0.00
H 3.700 -1.238 -4.975  0.00
H 0.665 0.527 -3.955  0.00
H -3.582 -3.178 -5.792  0.00
H -5.328 -0.960 1.235  0.03
H 1.492 0.114 -1.729  0.01
H 2.709 3.465 -3.835  0.00
H -4.908 -5.656 -5.613  0.00
H 5.413 0.735 -2.464  0.00
H -2.276 -5.700 -0.706  0.00
H -5.204 0.575 0.368  0.02
H -2.397 1.672 5.410  0.00
H -3.978 -0.397 -3.462  0.00
H -5.221 0.561 2.121  0.00
H 0.703 0.977 2.535  0.00
H -3.961 -5.628 -2.319  0.00
H -4.139 -1.027 -1.262  0.00
H 3.531 0.824 -6.174  0.00
H 3.100 -0.520 -1.482  0.00
H -2.021 -1.407 -5.836  0.00
H -0.550 -2.373 -5.724  0.00
H 1.519 -0.222 -5.335  0.00
H -5.894 -4.347 -4.975  0.00
H -2.123 -4.022 -0.182  0.00
H 1.904 -1.378 -3.346  0.00
H 5.316 2.234 -3.369  0.00
H -4.010 0.746 3.802  0.02
H 4.107 2.325 -5.426  0.00
H -0.753 -4.823 -0.903  0.00
H 0.026 1.837 4.752  0.01
H -2.684 0.608 -3.964  0.00
H -5.615 -5.794 -4.003  0.00
H 1.262 2.680 -3.223  0.00
H 4.399 -1.255 -3.336  0.00


This record from the Open Molecules 2025 dataset describes a structure of composition C27H34N8O2RuSe at a distorted geometry. The level of theory is the ωB97M-V functional and the def2-TZVPD basis.

Results
⟨S²⟩   8.782
Charge   +1
Orbital gap (spin up / spin down)   7.3 / 5.9 eV
Multiplicity   6

Each line ends with the Mulliken spin population.
Atoms and positions in Å:
Ru 0.360 -1.273 -1.264  3.51
Se -1.543 0.384 1.285  0.79
O -0.107 -2.009 0.619  0.16
O -0.165 -1.443 -3.300  0.05
N 1.948 0.033 0.291  0.08
N 2.816 -1.683 -4.798  0.01
N 2.335 -5.121 -0.845  0.00
N -0.330 -0.499 -4.168  0.00
N 0.523 1.710 -6.600  0.01
N 0.135 1.185 -1.811  0.10
N 1.778 -3.034 -1.151  0.09
N 2.914 0.110 -2.537  -0.01
C 2.174 2.484 -2.467  0.01
C -2.913 1.747 3.406  0.11
C 2.525 -3.476 -2.247  0.00
C -3.797 1.931 -0.358  0.01
C 3.302 1.506 -2.148  0.00
C 0.426 -5.393 2.963  0.01
C 0.601 -0.358 -5.035  0.04
C 2.876 -4.763 -2.063  0.00
C -4.739 2.997 1.683  -0.02
C -0.643 -3.278 2.532  0.02
C -1.986 1.109 4.417  0.01
C 0.960 -4.138 0.953  0.01
C 0.513 0.769 -5.940  0.00
C -3.800 2.142 1.136  0.07
C -2.853 1.512 2.000  -0.07
C 3.693 1.535 -0.676  0.00
C 1.832 -1.126 -4.986  0.00
C 0.966 2.389 -1.526  -0.03
C 2.508 1.410 0.284  -0.02
C -5.830 4.182 3.628  -0.01
C 1.667 -4.068 -0.315  0.00
C 1.413 2.415 -0.065  0.02
C 1.125 -5.257 1.791  -0.01
C 0.075 -3.120 1.332  -0.01
C -3.880 2.616 3.888  -0.03
C -4.796 3.250 3.053  0.10
C -0.477 -4.389 3.330  0.00
H 3.623 -0.571 -2.266  0.00
H 2.590 3.488 -2.372  0.00
H 1.852 2.369 -3.509  0.00
H -2.959 2.461 -0.820  0.00
H 0.549 2.244 0.585  0.03
H -2.562 0.493 5.112  0.00
H -0.655 1.184 -1.164  -0.04
H 2.778 0.012 -3.535  0.00
H 1.836 -6.036 1.528  0.00
H 2.375 -6.039 -0.440  0.00
H -1.046 -4.481 4.249  0.00
H -6.452 4.621 2.849  0.00
H 1.785 3.420 0.157  0.00
H -1.233 0.485 3.954  0.01
H -5.456 3.483 1.027  0.00
H -1.485 1.881 5.005  0.00
H 4.425 0.743 -0.468  0.00
H 2.731 -2.852 -3.101  0.00
H -4.718 2.313 -0.800  0.00
H 0.573 -6.263 3.592  0.00
H -0.268 1.255 -2.739  0.01
H 2.629 -0.627 0.648  0.00
H -6.477 3.649 4.328  0.01
H -3.702 0.879 -0.612  0.01
H -3.926 2.803 4.958  0.00
H 0.368 3.282 -1.694  0.00
H 3.442 -5.445 -2.678  0.00
H 4.169 1.758 -2.754  0.00
H -5.350 4.989 4.186  0.01
H 1.170 0.006 0.946  -0.01
H 4.194 2.486 -0.485  0.00
H -1.334 -2.485 2.798  -0.01
H 2.879 1.665 1.277  0.00
H 2.045 -0.159 -2.056  -0.01


This record from the Open Molecules 2025 dataset describes a structure of composition C27H35AsClMoN5O7SSe at a distorted geometry. The level of theory is the ωB97M-V functional and the def2-TZVPD basis.

Results
⟨S²⟩   2.017
Charge   +2
Orbital gap (spin up / spin down)   5.7 / 1.8 eV
Multiplicity   3

Each line ends with the Mulliken spin population.
Atoms and positions in Å:
Mo -2.204 -1.782 0.745  1.07
Se 0.113 -2.223 1.634  0.77
As -3.544 -2.650 2.659  -0.04
Cl 6.257 2.588 3.867  0.00
S -3.477 0.355 1.584  -0.03
O -4.930 -3.456 1.893  0.00
O -2.119 -0.241 1.939  0.00
O -2.141 -3.068 -0.228  -0.08
O -3.066 -3.703 3.797  0.08
O -3.943 -0.598 0.543  0.03
O -3.352 1.701 1.152  0.00
O 0.922 4.303 -2.959  0.00
N -0.767 0.247 -2.646  0.00
N 1.607 -3.771 -0.318  0.03
N -1.413 -0.442 -0.651  -0.08
N -0.019 -4.929 0.549  0.01
N -0.682 1.262 -1.788  0.02
C 2.892 2.946 -4.396  0.00
C 1.741 2.149 -3.753  0.00
C 4.043 1.405 0.798  0.00
C -5.290 1.144 3.504  0.00
C 2.842 3.162 1.920  0.00
C -4.503 0.124 2.994  0.03
C -4.538 -1.153 3.513  -0.01
C 0.561 -5.698 -0.415  0.07
C -1.205 -0.765 -1.955  0.04
C 0.677 1.933 -4.839  0.00
C 5.068 1.502 1.712  0.00
C -5.367 -1.430 4.589  0.00
C -0.334 2.596 -2.185  0.00
C 0.603 -3.739 0.579  -0.04
C 4.980 2.444 2.741  0.00
C 1.136 2.969 -2.553  0.00
C 2.916 2.227 0.882  -0.01
C 2.093 3.024 -1.318  0.00
C 2.283 0.789 -3.305  0.00
C 1.803 2.100 -0.120  0.00
C 3.852 3.264 2.853  0.00
C 1.576 -4.973 -0.960  0.06
C -1.088 0.848 -0.587  0.05
C -6.159 -0.418 5.115  0.00
C -1.107 -5.338 1.396  0.01
C 2.596 -2.748 -0.538  0.01
C -6.128 0.860 4.573  0.00
H 1.976 3.803 1.996  0.00
H 3.106 0.895 -2.602  0.00
H -1.163 1.454 0.296  -0.01
H -2.059 -4.954 1.000  0.00
H -6.766 1.636 4.968  0.00
H -6.813 -0.633 5.948  0.00
H 1.728 4.659 -3.354  0.00
H -1.378 -1.748 -2.359  0.00
H 3.786 3.967 3.670  0.00
H 2.063 4.058 -0.963  0.00
H -0.054 1.190 -4.538  0.00
H 2.611 -2.075 0.322  0.00
H 1.161 1.568 -5.743  0.00
H -0.972 -4.958 2.415  0.00
H 0.232 -6.695 -0.635  0.00
H -5.237 2.123 3.054  0.00
H -5.180 -4.287 2.321  0.00
H 1.727 1.059 -0.440  0.01
H 3.578 -3.212 -0.649  0.00
H 1.496 0.185 -2.863  0.00
H -0.623 3.283 -1.388  0.00
H 2.651 0.255 -4.178  0.00
H 0.874 2.403 0.362  0.00
H -0.920 2.844 -3.074  0.00
H -5.379 -2.439 4.989  0.00
H 3.421 2.306 -5.100  0.00
H 3.620 3.299 -3.666  0.00
H -1.145 -6.425 1.430  0.00
H 0.176 2.867 -5.084  0.00
H 3.115 2.832 -1.642  0.00
H 2.372 -2.184 -1.446  -0.01
H 2.268 -5.214 -1.744  0.00
H 4.102 0.673 0.007  0.00
H 5.934 0.861 1.646  0.00
H 2.512 3.789 -4.974  0.00


We obtain ΔE to the lowest compared entry with this formula, charge and spin values of 3.0 15.0 130.3 236.2 kJ/mol for the records listed above, in that order.
We obtain energy values of -3361.8608 -5163.1175 -4133.7884 -7413.5028 a.u. for the records listed above, in that order.